Entry 1:
C19H42NOP3PtSe | ωB97M-V/def2-TZVPD

Geometry as XYZ:
```
68
Properties=species:S:1:pos:R:3:forces:R:3:lowdin_spin:R:1
Pt 1.610 -0.397 -0.267 0.0221 0.6755 1.9528 0.62
P 2.238 -0.393 1.994 1.1643 0.0824 2.7391 0.17
P 2.248 1.149 -1.793 1.7973 1.8233 -2.5517 0.30
P 0.873 -2.557 -0.375 -0.0993 -2.1891 -0.5949 0.28
H -2.785 0.727 1.482 -0.1577 -0.1940 0.3207 0.00
C -2.830 -0.223 2.026 0.6406 -0.1600 0.4498 0.00
C -2.075 -0.449 3.114 -0.3424 -0.0768 -0.6269 0.01
H -1.432 0.322 3.555 -0.2658 -0.2478 -0.1991 0.00
C 1.886 1.210 2.759 -0.2888 0.3657 -0.5752 0.02
C 4.008 -0.782 2.301 -0.1965 0.0584 -0.4546 0.03
C 1.384 -1.581 3.084 -0.5099 -0.3616 -0.4967 0.05
C 1.118 1.494 -3.164 -0.6263 -0.4768 0.4293 0.08
C 2.677 2.750 -1.075 -0.3243 -0.2390 0.8096 0.06
C 3.767 0.541 -2.590 -0.3298 -0.4710 0.3837 0.04
C -0.632 -2.788 0.593 -0.2113 0.2718 0.2000 0.09
C 2.226 -3.609 0.209 0.1250 0.1255 0.1484 0.02
C 0.531 -3.205 -2.028 -0.2233 0.3321 -0.3557 0.07
H -3.525 -0.988 1.660 0.2764 0.2352 0.2393 0.00
H -2.107 -1.420 3.621 -0.1366 0.4471 -0.0091 0.00
H 0.809 1.290 2.950 0.2077 -0.0523 -0.1162 0.00
H 2.153 2.028 2.084 0.0016 -0.0285 0.1679 0.00
H 2.437 1.311 3.703 0.0409 -0.2730 -0.2128 0.00
H 4.652 -0.085 1.753 -0.0031 -0.0309 0.1671 0.00
H 4.233 -1.799 1.958 -0.0340 0.1704 0.1381 0.00
H 4.218 -0.696 3.375 -0.1273 -0.0272 -0.1535 0.01
H 0.304 -1.395 3.087 0.2453 0.0267 0.0553 0.00
H 1.766 -1.437 4.104 0.1422 0.2156 -0.2312 0.01
H 1.583 -2.617 2.794 -0.0553 0.2333 0.1889 0.00
H 1.597 2.257 -3.794 -0.0791 -0.1653 0.1206 0.02
H 0.159 1.853 -2.771 0.2285 0.1660 -0.1931 0.01
H 0.942 0.573 -3.733 0.1227 0.2435 -0.0784 0.00
H 2.865 3.442 -1.907 -0.0107 -0.2087 0.0313 0.02
H 3.577 2.654 -0.456 -0.1335 0.0695 -0.1537 0.00
H 1.830 3.102 -0.465 0.1756 0.0419 -0.1107 0.00
H 4.137 1.302 -3.288 -0.0925 -0.0581 0.1088 0.01
H 3.532 -0.380 -3.135 0.2110 0.1523 -0.0221 0.00
H 4.525 0.330 -1.827 -0.0094 0.0856 -0.2561 0.00
H -1.002 -3.808 0.444 0.1274 -0.0460 -0.0904 0.02
H -1.396 -2.079 0.243 0.1990 -0.3004 0.2498 0.02
H -0.462 -2.622 1.659 -0.0890 -0.0575 -0.2566 0.00
H 1.991 -4.641 -0.071 0.0138 0.0390 0.0741 0.01
H 2.376 -3.559 1.290 -0.0329 -0.0663 -0.2337 0.00
H 3.155 -3.317 -0.293 -0.1205 -0.1052 -0.0046 0.00
H 0.475 -4.298 -1.955 0.0253 0.1280 -0.0060 0.01
H 1.328 -2.926 -2.724 -0.0428 -0.1547 0.0612 0.00
H -0.427 -2.813 -2.407 0.5019 -0.4159 0.1530 0.01
C -3.315 -0.651 -2.305 -0.6186 0.0194 -0.2530 0.29
C -4.263 -0.469 -1.266 -0.8102 0.1489 0.4771 0.09
C -5.624 -0.468 -1.563 0.9344 0.0747 0.9463 0.05
C -6.069 -0.656 -2.882 -0.0677 -0.0269 -0.1732 0.24
C -5.132 -0.862 -3.910 1.0431 -0.1329 -0.4093 0.04
C -3.771 -0.868 -3.632 -0.5469 -0.0779 -0.7476 0.10
Se -1.508 -0.561 -2.000 -0.7528 0.5605 0.0134 1.12
H 3.151 -0.259 0.223 -0.8295 -0.0879 -0.7012 0.05
H -3.899 -0.328 -0.246 -0.3782 0.0166 -0.3960 0.00
H -6.355 -0.324 -0.764 0.2647 -0.0308 -0.2081 0.00
H -7.139 -0.648 -3.104 0.3036 -0.0084 0.0447 0.01
H -5.467 -1.021 -4.936 0.0717 0.0480 0.2709 0.00
H -3.032 -1.024 -4.419 -0.3848 0.0288 0.0343 0.01
C -1.434 3.541 2.481 -0.0378 -0.2231 0.0871 0.00
C -0.540 3.749 1.289 -0.1695 1.7314 -0.1967 0.00
N -0.421 5.046 0.881 -0.1007 -1.3358 0.2256 0.00
O 0.068 2.840 0.713 0.1972 -0.5182 -0.1673 0.01
H -2.392 4.062 2.352 0.2733 -0.0882 0.1049 0.00
H -0.945 3.926 3.387 -0.1677 -0.0203 -0.2143 0.00
H -1.623 2.473 2.610 0.0045 0.1798 0.0040 0.00
H 0.122 5.240 0.055 -0.0450 0.1907 0.0955 0.00
H -0.949 5.791 1.310 0.0902 -0.0311 -0.0429 0.00
```
Positions in Å, forces in eV/Å.

As for the total charge: +4. The expectation value of S² is 6.029. The spin multiplicity is 5. Its energy above the lowest of the compared OMol25 structures with the same formula, charge and spin is 0.0 kcal per mole. The HOMO-LUMO gap (alpha / beta) comes out at 6.58 / 3.99 eV.

Entry 2:
C19H43B3O6S3 | ωB97M-V/def2-TZVPD

Geometry as XYZ:
```
74
Properties=species:S:1:pos:R:3:forces:R:3:lowdin_charge:R:1
C -4.915 0.635 2.966 -0.2119 -0.3262 -0.5786 0.11
C -3.915 0.316 3.539 0.0845 -0.0058 0.3301 -0.16
C -2.689 -0.093 4.219 0.0274 0.4048 -0.7386 -0.05
B -1.806 -0.991 3.254 -0.1042 0.5632 -0.1798 -0.53
O -2.398 -1.652 2.179 -0.3206 -0.5482 0.8948 0.24
B -2.144 -3.017 2.298 -0.0241 0.1971 -0.2868 -0.33
O -0.881 -3.388 2.676 -0.1777 0.3234 -0.2361 0.26
B 0.000 -2.295 2.746 0.5981 -0.4862 0.4198 -0.50
C 1.378 -2.376 2.028 0.0344 0.6358 -0.3122 -0.04
C 1.687 -1.060 1.251 -0.1878 -0.3999 0.6204 -0.20
C 2.422 -0.043 2.110 0.0948 -0.2382 -0.2735 -0.20
C 2.763 1.277 1.415 -0.6029 0.2157 0.3737 -0.19
C 1.629 1.899 0.565 0.8348 0.2736 -0.0702 -0.20
C 1.659 1.629 -0.951 -0.4678 -0.3672 0.1398 -0.19
C 0.684 0.573 -1.490 -0.1990 0.3178 -0.2401 -0.22
C -0.759 0.717 -0.985 -0.0867 -0.3044 -0.5160 -0.23
C -1.782 0.432 -2.095 -0.2257 -0.1033 1.1007 -0.25
C -3.197 0.416 -1.508 0.4022 0.0347 -0.2872 -0.12
O -0.456 -1.178 3.444 -0.3243 -0.3522 -0.2287 0.31
H -5.723 0.708 2.275 -0.0670 0.2988 0.2452 0.03
H -2.950 -0.626 5.133 0.2325 -0.0494 0.1343 0.12
H -2.122 0.806 4.466 0.1043 -0.0831 0.3272 0.12
H -3.019 -3.795 2.112 0.1167 -0.1160 -0.1355 0.12
H 2.201 -2.569 2.719 0.0230 -0.1939 0.0555 0.12
H 1.330 -3.185 1.301 0.0768 -0.2767 0.1781 0.11
H 0.731 -0.634 0.952 0.0635 0.1011 -0.4022 0.08
H 2.260 -1.330 0.368 0.0458 0.2191 -0.1658 0.12
H 1.801 0.158 2.985 -0.0152 0.0382 0.0741 0.11
H 3.337 -0.523 2.468 0.1022 0.1523 0.1354 0.11
H 3.696 1.221 0.859 -0.0157 -0.1366 -0.2037 0.11
H 2.947 2.000 2.213 0.2750 -0.0463 0.0662 0.09
H 1.761 2.976 0.679 -0.1466 0.0824 0.0297 0.10
H 0.659 1.674 1.009 -0.1064 -0.0997 -0.0297 0.10
H 2.670 1.373 -1.270 0.1097 0.0510 0.0344 0.11
H 1.402 2.556 -1.465 0.0280 0.0876 -0.0116 0.11
H 1.046 -0.444 -1.347 0.0200 -0.0656 0.1885 0.10
H 0.652 0.708 -2.572 0.1037 -0.0476 0.0772 0.06
H -0.950 1.716 -0.586 0.0654 0.1015 0.0266 0.11
H -0.993 0.007 -0.188 0.1495 0.0761 0.2492 0.09
H -1.695 1.187 -2.873 0.0690 -0.1147 -0.2470 0.11
H -1.570 -0.566 -2.483 0.0908 0.0798 -0.4256 0.11
H -3.931 0.244 -2.288 -0.1846 0.1633 0.0846 0.03
H -3.382 1.350 -0.977 -0.1950 0.0703 -0.0349 0.07
H -3.294 -0.399 -0.789 -0.0178 -0.0304 0.0935 0.06
C 1.635 -0.242 -6.882 -0.0636 -0.0482 -0.0951 -0.27
S 2.281 1.025 -5.782 0.0854 -0.0049 -0.0077 0.82
O 1.414 1.033 -4.577 0.0036 0.0395 -0.1552 -0.55
C 1.786 2.424 -6.794 -0.0595 0.0693 -0.0888 -0.27
H 1.803 -1.208 -6.411 0.0239 0.0212 0.0432 0.05
H 0.567 -0.086 -7.032 0.0028 0.0328 0.0462 0.06
H 2.166 -0.201 -7.833 0.0206 0.0009 0.0105 0.05
H 0.708 2.400 -6.950 -0.0010 -0.0385 0.0418 0.06
H 2.313 2.387 -7.748 0.0205 -0.0059 0.0108 0.05
H 2.060 3.332 -6.262 0.0221 -0.0262 0.0409 0.05
C -4.623 -3.971 -2.841 0.0514 -0.0848 0.0776 -0.27
S -5.797 -2.725 -3.389 -0.0339 -0.0580 -0.0736 0.81
O -5.157 -1.405 -3.167 -0.0811 -0.0746 -0.0528 -0.55
C -6.971 -2.970 -2.051 -0.0462 -0.0377 0.1166 -0.27
H -3.776 -3.952 -3.523 -0.0195 0.0404 -0.0292 0.05
H -4.287 -3.736 -1.830 -0.0224 0.0542 -0.0100 0.05
H -5.095 -4.953 -2.869 -0.0074 0.0030 -0.0189 0.05
H -6.475 -2.804 -1.094 0.0436 0.0242 -0.0323 0.06
H -7.375 -3.981 -2.103 -0.0022 0.0008 -0.0229 0.05
H -7.774 -2.248 -2.178 0.0199 0.0201 -0.0450 0.05
C 6.558 3.507 4.823 -0.0332 0.1194 0.0150 -0.28
S 6.234 1.740 4.797 0.0666 -0.0599 0.0439 0.80
O 5.878 1.382 3.401 -0.0489 0.0254 -0.0295 -0.55
C 4.699 1.816 5.729 -0.1085 0.0510 0.0434 -0.27
H 7.464 3.688 4.248 0.0075 -0.0511 -0.0112 0.05
H 5.722 4.040 4.369 -0.0137 -0.0471 -0.0221 0.06
H 6.707 3.834 5.852 0.0139 -0.0190 0.0039 0.05
H 3.989 2.462 5.213 0.0309 -0.0072 -0.0452 0.06
H 4.902 2.193 6.732 0.0196 -0.0136 0.0011 0.05
H 4.298 0.807 5.792 0.0374 -0.0213 -0.0308 0.05
```
Positions in Å, forces in eV/Å.

The spin multiplicity is 1. The HOMO-LUMO gap comes out at 9.53 eV.

Entry 3:
C19H43ClN7O5P3 | ωB97M-V/def2-TZVPD

Geometry as XYZ:
```
78
Properties=species:S:1:pos:R:3:forces:R:3:lowdin_charge:R:1
O 3.539 5.067 0.445 -0.3844 -0.5771 0.3629 0.07
C 3.539 4.475 1.495 0.5158 0.8808 -0.4322 -0.33
O 3.110 3.211 1.692 -0.1644 1.1844 -0.3110 -0.09
C 2.223 2.749 0.678 0.0942 -1.4435 1.0719 -0.41
C 0.760 3.149 0.955 2.0956 -0.4351 -0.9529 -0.31
C -0.196 2.559 0.139 -1.3359 0.0997 -0.0200 -0.06
C -1.538 2.878 0.389 1.4510 0.1335 0.3623 -0.03
C -1.713 3.779 1.432 -1.8371 0.2611 0.0301 -0.08
C -0.682 4.340 2.161 -0.2756 -0.3647 -0.2148 -0.12
N 0.585 4.012 1.930 -0.4743 0.3060 0.2605 0.15
P 2.231 0.846 0.763 -0.9757 -0.7637 -1.1021 0.60
O 1.319 0.517 2.104 0.8283 0.4992 0.0701 -0.34
Cl 4.142 0.253 1.283 -0.4315 0.6422 0.3389 0.24
H 3.958 4.971 2.387 -0.1752 -0.7353 0.1166 0.15
H 2.534 2.990 -0.345 0.1205 0.2032 0.2883 0.12
H 0.068 1.859 -0.649 0.1328 0.1981 0.1126 0.10
H -2.363 2.450 -0.173 0.0617 0.0857 0.1547 0.11
H -2.733 4.073 1.686 0.2253 -0.0183 -0.0098 0.10
H -0.934 5.044 2.952 0.3648 -0.0637 -0.0930 0.11
H 0.445 0.230 1.817 0.0935 -0.1303 -0.0267 0.05
C 7.139 -4.766 -3.736 0.4755 0.1504 0.0933 -0.14
N 5.968 -3.952 -3.471 -0.1784 0.2345 -0.4833 -0.31
C 5.496 -3.385 -4.735 -0.4568 0.2004 0.1133 -0.15
P 5.747 -2.898 -2.114 0.6264 -7.0653 1.3772 0.74
O 4.236 -2.951 -2.064 0.5025 3.6894 -0.8631 -0.30
N 5.989 -3.748 -0.606 0.2284 -0.1534 0.5175 -0.34
C 6.287 -5.169 -0.576 0.4219 -0.0471 -0.2643 -0.14
C 4.975 -3.466 0.410 -0.2111 0.2551 -0.1573 -0.15
N 7.450 -2.401 -2.124 -1.1361 2.8879 0.0305 -0.28
C 8.248 -2.362 -0.894 0.0418 -0.1647 0.4417 -0.13
C 7.541 -1.047 -2.730 0.1003 -0.1031 -0.6644 -0.14
H 8.012 -4.180 -4.048 0.0255 0.0024 0.0081 0.08
H 6.912 -5.471 -4.541 -0.1784 0.1337 -0.0308 0.08
H 7.424 -5.384 -2.891 -0.0012 0.1792 0.1263 0.05
H 6.212 -2.659 -5.146 0.0233 -0.0877 -0.1378 0.07
H 4.539 -2.881 -4.601 0.0399 -0.0074 0.1188 0.07
H 5.343 -4.169 -5.479 0.0856 -0.0675 0.0751 0.08
H 5.557 -5.765 -1.138 0.0581 -0.0821 -0.0087 0.09
H 6.303 -5.530 0.455 -0.1906 0.1637 0.0458 0.08
H 7.294 -5.377 -0.946 -0.0728 -0.0013 -0.1659 0.05
H 4.060 -4.047 0.251 -0.0602 0.0852 0.0127 0.08
H 4.709 -2.409 0.410 -0.0725 -0.0766 -0.0336 0.02
H 5.356 -3.700 1.408 0.2014 -0.0815 -0.1029 0.08
H 7.761 -1.809 -0.089 0.0742 -0.0387 0.0714 0.09
H 9.210 -1.880 -1.098 -0.1623 0.1278 -0.3051 0.08
H 8.493 -3.362 -0.547 -0.2824 -0.0365 0.0296 0.07
H 7.100 -0.281 -2.084 0.1328 0.0592 0.0229 0.08
H 7.013 -1.015 -3.689 -0.0669 -0.0804 0.0651 0.07
H 8.577 -0.776 -2.936 0.0082 -0.0972 0.0727 0.08
C -7.372 -0.125 3.007 -0.3680 0.2793 0.1403 -0.14
N -6.242 0.411 2.270 0.4337 0.0095 0.4817 -0.31
C -5.159 0.685 3.214 0.3783 0.0652 -0.3238 -0.15
P -6.322 1.544 0.955 -2.9657 -7.0944 -0.4312 0.75
O -5.036 1.074 0.297 1.0532 3.8383 0.5813 -0.31
N -7.380 0.966 -0.308 -0.3889 0.2261 -0.4438 -0.35
C -8.037 -0.326 -0.213 -0.2738 -0.0108 0.4392 -0.14
C -6.838 1.109 -1.659 0.2878 0.1568 0.0599 -0.15
N -7.669 2.385 1.752 1.5303 2.8113 -0.7487 -0.28
C -8.890 2.750 1.023 -0.2657 -0.0776 -0.3879 -0.13
C -7.151 3.640 2.357 0.1978 -0.1684 0.6555 -0.14
H -7.844 0.611 3.670 -0.0291 0.0024 0.0169 0.08
H -7.034 -0.957 3.629 0.2018 0.0767 -0.0494 0.08
H -8.137 -0.545 2.362 -0.0087 0.1825 -0.1142 0.05
H -5.417 1.506 3.900 0.0148 -0.0934 0.1449 0.07
H -4.243 0.957 2.688 -0.0805 0.0151 -0.0800 0.07
H -4.932 -0.198 3.814 -0.1161 -0.0307 -0.0220 0.08
H -7.331 -1.144 -0.019 -0.0626 -0.0519 0.0352 0.09
H -8.571 -0.548 -1.139 0.1940 0.1300 -0.1243 0.08
H -8.818 -0.326 0.550 0.1341 -0.0379 0.1194 0.05
H -6.134 0.306 -1.909 0.0647 0.0658 -0.0270 0.08
H -6.318 2.060 -1.775 0.0507 -0.0543 0.0095 0.07
H -7.647 1.094 -2.394 -0.1218 -0.0316 0.1519 0.08
H -8.685 3.286 0.096 -0.1096 -0.0150 -0.0278 0.09
H -9.513 3.393 1.652 0.2992 0.0450 0.1968 0.08
H -9.500 1.877 0.807 0.2258 -0.0998 -0.1579 0.07
H -6.866 4.371 1.594 -0.1237 0.0954 0.0462 0.08
H -6.266 3.438 2.969 0.0066 -0.0885 -0.0882 0.07
H -7.890 4.094 3.017 -0.0643 -0.0856 -0.0639 0.08
```
Positions in Å, forces in eV/Å.

Its structure (SMILES) is O=CO[C@H](c1ccccn1)P(O)Cl.CN(C)P(=O)(N(C)C)N(C)C.CN(C)P(=O)(N(C)C)N(C)C. The spin multiplicity is 1. The HOMO-LUMO gap comes out at 7.38 eV.